Computed, not measured: an isolated molecule of C5H14N2O, with the ωB97M-V functional and the def2-TZVPD basis.

Its molar mass is 118.2 g/mol. The value obtained for the maximum force is 3.57 eV Å⁻¹. For the calculated total energy, the calculation gives -10439.154 eV. The HOMO energy is -8.63 eV. The SMILES is C[C@H](O)[C@@H](N)[C@@H](C)N. As for the energy above the lowest of the compared OMol25 structures with the same formula, charge and spin: 180.8 kJ/mol.

XYZ file:
```
22
C5H14N2O the ωB97M-V functional and the def2-TZVPD basis
C 2.25604 -0.56825 -0.61872
C 1.41375 -0.26290 0.60724
O 1.76138 -1.19515 1.65227
C -0.27758 -0.40308 0.41528
N -0.93825 0.00129 1.65469
C -0.70303 0.42640 -0.77908
C -2.31718 0.09728 -0.97513
N -0.50059 1.84494 -0.61863
H 3.31862 -0.67932 -0.36205
H 2.19463 0.24288 -1.35050
H 1.92675 -1.49496 -1.09983
H 1.72797 0.71279 0.99925
H 2.72967 -1.21462 1.74224
H -0.50195 -1.45870 0.23827
H -0.37605 -0.23512 2.47162
H -1.82162 -0.49114 1.75198
H -0.24624 0.06479 -1.70184
H -2.90243 0.67547 -0.25540
H -2.60516 0.41130 -1.98253
H -2.55570 -0.96352 -0.85887
H -0.56428 2.09878 0.36864
H -1.01874 2.39082 -1.29892
```